A single C3H5NS molecule at a distorted geometry, computed with the ωB97M-V functional and the def2-TZVPD basis.

Each atom is followed by the atoms it is bonded to, with distances in Å.
Element x y z (Å)
1 C 1.1289 -0.2919 -0.1311  H2 1.087, C3 1.515, H4 1.077, N8 1.388
2 H 1.4159 -0.8060 -1.0444  C1 1.087
3 C 0.4811 1.0610 0.0838  C1 1.515, N8 1.460, H9 1.086, H10 1.052
4 H 1.8568 -0.5727 0.6108  C1 1.077
5 C -1.2626 -0.6924 -0.0325  S6 1.704, H7 1.074, N8 1.346
6 S -2.7041 0.2143 -0.0957  C5 1.704
7 H -1.4724 -1.7406 -0.1363  C5 1.074
8 N -0.1146 -0.2116 0.4807  C1 1.388, C3 1.460, C5 1.346
9 H -0.0020 1.5465 -0.7592  C3 1.086
10 H 0.6730 1.4933 1.0239  C3 1.052

Results
* E_LUMO: 0.1 eV
* E_HOMO: -8.45 eV
* energy above the lowest of the compared OMol25 structures with the same formula, charge and spin: 1.942 eV
* E_tot: -15514.9302 eV
* SMILES: S=CN1CC1
* orbital gap: 8.59 eV

***

2 unconnected molecules or ions with the total composition C3H5NS at a distorted geometry, computed with the ωB97M-V functional and the def2-TZVPD basis.

Each atom is followed by the atoms it is bonded to, with distances in Å.
Element x y z (Å)
1 C -0.6369 -0.4250 0.8319  S5 1.717, C6 1.460
2 H 1.2473 -0.1507 0.6698  C9 0.981
3 H -0.6582 -1.4959 -1.1573  S5 1.352
4 H -0.4664 1.6937 0.3931  C6 1.081
5 S -0.6829 -1.9805 0.1051  C1 1.717, H3 1.352
6 C -0.9751 0.7882 0.0928  C1 1.460, H4 1.081, H7 1.162, H8 1.169
7 H -0.8538 0.6725 -1.0568  C6 1.162
8 H -2.1161 0.8453 0.3426  C6 1.169
9 C 2.1285 -0.0633 0.2480  H2 0.981, N10 1.153
10 N 3.0134 0.1157 -0.4692  C9 1.153

Results
* E_LUMO: -0.7 eV
* E_HOMO: -8.93 eV
* energy above the lowest of the compared OMol25 structures with the same formula, charge and spin: 3.864 eV
* E_tot: -15513.0080 eV
* orbital gap: 8.27 eV